#1
DFT (wB97M-V/def2-TZVPD) results for a 2-piece molecular cluster, C9H14 overall.

Gap between HOMO and LUMO (eV): 9.95
Highest occupied orbital energy (eV): -8.961

Structure (ORCA input):
```
! wB97M-V def2-TZVPD RIJCOSX def2/J DEFGRID3
* xyz 0 1
C -1.419 3.684 -1.080
C 0.135 3.906 -0.601
H -1.298 3.180 -2.055
H -1.992 3.111 -0.409
H -1.974 4.517 -1.306
H 0.281 3.726 0.461
H 0.895 3.415 -1.121
H 0.414 4.887 -0.767
C 0.392 -4.059 -0.687
C 0.191 -1.402 2.179
C 0.443 -0.168 1.590
C 0.006 -2.564 1.496
C 0.238 -2.680 0.082
C 0.521 -0.207 0.206
C 0.559 -1.447 -0.541
H 0.138 -1.282 3.257
H 0.376 0.745 2.176
H -0.759 -3.357 1.854
H 0.619 0.654 -0.417
H -0.228 -3.930 -1.636
H 0.238 -5.084 -0.233
H 0.715 -1.448 -1.681
H 1.510 -4.197 -0.767
*
```



#2
DFT (wB97M-V/def2-TZVPD) results for a 2-piece molecular cluster, C9H14 overall.

Gap between HOMO and LUMO (eV): 10.03
Highest occupied orbital energy (eV): -9.009

Structure (ORCA input):
```
! wB97M-V def2-TZVPD RIJCOSX def2/J DEFGRID3
* xyz 0 1
C 1.719 -2.799 2.588
C 0.811 -1.639 2.123
H 2.004 -3.341 1.657
H 2.598 -2.512 3.131
H 1.114 -3.552 3.077
H -0.141 -2.002 1.745
H 1.289 -0.975 1.420
H 0.627 -1.007 3.010
C -2.277 2.236 -0.228
C 0.976 1.085 -1.681
C -0.023 1.876 -1.166
C 0.953 -0.289 -1.444
C -1.173 1.286 -0.555
C -0.071 -0.866 -0.705
C -1.118 -0.044 -0.263
H 1.639 1.463 -2.437
H -0.032 2.930 -1.454
H 1.685 -0.994 -1.792
H -0.181 -1.909 -0.484
H -1.759 3.209 -0.147
H -2.789 2.198 0.765
H -2.026 -0.480 0.149
H -3.099 2.257 -0.960
*
```



#3
DFT (wB97M-V/def2-TZVPD) results for a 2-piece molecular cluster, C9H14 overall.

Gap between HOMO and LUMO (eV): 9.77
Highest occupied orbital energy (eV): -8.791

Structure (ORCA input):
```
! wB97M-V def2-TZVPD RIJCOSX def2/J DEFGRID3
* xyz 0 1
C -0.380 2.408 -1.349
C -1.136 1.466 -2.350
H -0.716 2.080 -0.292
H 0.671 2.217 -1.211
H -0.814 3.290 -1.489
H -0.815 0.400 -2.065
H -0.780 1.696 -3.318
H -2.138 1.639 -2.200
C 1.113 0.424 2.445
C -0.161 -2.563 -0.287
C 0.889 -1.745 -0.775
C -0.986 -2.057 0.746
C 1.340 -0.782 0.153
C -0.517 -1.124 1.680
C 0.679 -0.533 1.447
H -0.619 -3.297 -0.950
H 1.473 -1.900 -1.704
H -1.856 -2.564 0.842
H 2.142 -0.099 0.049
H -1.039 -0.996 2.612
H 1.463 1.338 1.993
H 1.898 -0.089 2.984
H 0.288 0.792 3.037
*
```



#4
DFT (wB97M-V/def2-TZVPD) results for a 2-piece molecular cluster, C9H14 overall.

Gap between HOMO and LUMO (eV): 10.00
Highest occupied orbital energy (eV): -8.980

Structure (ORCA input):
```
! wB97M-V def2-TZVPD RIJCOSX def2/J DEFGRID3
* xyz 0 1
C -0.218 3.737 -0.985
C -0.986 -0.388 -0.419
C -1.612 0.554 0.404
C 0.019 -0.071 -1.326
C -1.375 1.906 0.209
C 0.209 1.303 -1.542
C -0.434 2.261 -0.801
H -1.177 -1.439 -0.223
H -2.160 0.315 1.312
H 0.599 -0.748 -1.928
H -1.493 2.760 0.860
H 0.858 1.688 -2.326
H 0.521 4.029 -1.766
H 0.215 4.292 -0.133
H -1.090 4.349 -1.176
C 0.389 -2.923 1.696
C 1.658 -3.166 0.844
H 0.399 -2.100 2.371
H -0.430 -2.778 1.006
H 0.136 -3.880 2.168
H 2.025 -2.231 0.415
H 2.424 -3.701 1.415
H 1.521 -3.770 -0.076
*
```



Most stable of them? #2.